# C4H9NO

A gas-phase ion, C4H9NO (charge +1) (the ωB97M-V functional and the def2-TZVPD basis, the Open Molecules 2025 dataset).

For the HOMO energy (spin up / spin down), the calculation gives -0.6169 / -0.6048 Ha. As for the LUMO energy (spin up / spin down): -4.3 / -8.9 eV. The value obtained for the gap between HOMO and LUMO (spin up / spin down) is 0.45901 / 0.27957 Eh. The net charge is +1. The multiplicity is 2.

Geometry as XYZ:
```
15
Properties=species:S:1:pos:R:3:lowdin_charge:R:1
C -1.3835 0.0891 0.6151 -0.1714
N -0.0849 0.3281 0.2606 0.0042
C 0.5653 -0.3455 -0.8686 -0.1577
C 1.8862 -1.0038 -0.4975 -0.0259
C 0.4793 1.6372 0.6122 0.0388
O -2.0002 -0.7875 0.0245 0.1961
H -1.9261 0.8484 1.1848 0.1723
H 0.5920 0.4057 -1.6673 0.1635
H -0.1666 -1.0966 -1.1778 0.1285
H 1.8579 -1.5226 0.4592 0.0992
H 2.1077 -1.5584 -1.4089 0.1038
H 2.6755 -0.2667 -0.3187 0.0820
H 0.2423 1.9091 1.6436 0.1220
H 1.5534 1.5043 0.4907 0.1075
H 0.1721 2.4685 -0.0274 0.1372
```


# C20H36N2O6

A single C20H36N2O6 molecule (the ωB97M-V functional and the def2-TZVPD basis, the Open Molecules 2025 dataset).

For the HOMO energy, the calculation gives -0.3469 Ha. The SMILES is CCOC(=O)CC(=O)NC(C)(C)CCCCC(C)(C)NC(=O)CC(=O)OCC. As for the LUMO energy: 0.7 eV. The value obtained for the gap between HOMO and LUMO is 0.37230 Eh. The multiplicity is 1.

Geometry as XYZ:
```
64
Properties=species:S:1:pos:R:3:lowdin_charge:R:1
C 1.5014 4.9577 -0.0152 -0.0564
C 0.7018 3.6931 -0.2609 -0.2011
H -0.3751 3.8940 -0.2664 0.1289
H 0.9128 2.9407 0.5071 0.0997
O 1.0731 3.1709 -1.5474 0.0279
C 0.3163 2.2350 -2.0784 -0.4791
O -0.6744 1.7713 -1.5476 0.0674
C 0.8204 1.7898 -3.4250 0.0287
H 1.7074 2.3570 -3.7020 0.1300
H 0.0327 1.9430 -4.1650 0.1394
C 1.1703 0.2856 -3.4246 -0.4778
O 2.2458 -0.1043 -3.8215 0.0732
N 0.1594 -0.4816 -2.9925 0.1256
H -0.6266 -0.0075 -2.5664 0.1209
C 0.2337 -1.9276 -2.7811 -0.5317
C -1.1211 -2.3731 -2.2327 -0.0210
H -1.1048 -3.4390 -2.0224 0.0930
H -1.3708 -1.8452 -1.3157 0.0685
H -1.9022 -2.1796 -2.9649 0.0876
C 0.4950 -2.6079 -4.1291 -0.0293
H 1.4348 -2.2554 -4.5436 0.0764
H 0.5474 -3.6855 -4.0015 0.0844
H -0.3040 -2.3754 -4.8295 0.0852
C 1.3829 -2.2615 -1.8115 -0.1379
H 2.3177 -1.9706 -2.2930 0.1129
H 1.4048 -3.3423 -1.6596 0.1267
C 1.2802 -1.5588 -0.4590 -0.1844
C 2.5053 -1.8523 0.4042 -0.1854
C 2.5780 -1.0359 1.6962 -0.1362
H 3.5238 -1.2680 2.1900 0.1199
H 2.5892 0.0264 1.4480 0.1137
C 1.4497 -1.2562 2.7234 -0.5253
N 0.1962 -0.6780 2.2392 0.1305
C -0.0148 0.6105 1.9641 -0.4612
O 0.8011 1.5045 2.1056 0.0363
C -1.4044 0.9526 1.4038 0.0325
C -2.4951 -0.0577 1.5894 -0.4682
O -2.3765 -1.2548 1.4395 0.0862
O -3.6398 0.5305 1.9249 0.0086
C -4.7818 -0.3057 2.1272 -0.2105
C -4.8149 -0.8613 3.5435 -0.0595
H -5.7257 -1.4348 3.6885 0.0781
H -4.7865 -0.0495 4.2662 0.0791
H -3.9597 -1.5120 3.7090 0.0750
H -4.7565 -1.1225 1.3986 0.1217
H -5.6421 0.3384 1.9364 0.1242
H -1.2609 1.1043 0.3260 0.1108
H -1.7185 1.9102 1.8212 0.1388
H -0.5564 -1.3257 2.0422 0.1055
C 1.1902 -2.7386 2.9850 -0.0239
H 2.1148 -3.2325 3.2714 0.0934
H 0.7925 -3.2301 2.1013 0.0798
H 0.4727 -2.8546 3.7947 0.0878
C 1.8351 -0.5671 4.0386 -0.0313
H 2.7243 -1.0282 4.4593 0.0840
H 2.0319 0.4859 3.8606 0.0758
H 1.0232 -0.6518 4.7578 0.0867
H 3.3992 -1.6156 -0.1787 0.1179
H 2.5441 -2.9193 0.6316 0.1081
H 1.2053 -0.4795 -0.6111 0.1175
H 0.3781 -1.8905 0.0532 0.0959
H 2.5642 4.7358 -0.0486 0.0792
H 1.2765 5.7068 -0.7704 0.0767
H 1.2539 5.3521 0.9655 0.0800
```


# C3H6BN

A single C3H6BN molecule (the ωB97M-V functional and the def2-TZVPD basis, the Open Molecules 2025 dataset).

For the HOMO energy, the calculation gives -0.3414 Ha. The SMILES is B/C=N\C=C. As for the LUMO energy: -0.6 eV. The value obtained for the gap between HOMO and LUMO is 0.32075 Eh. The multiplicity is 1.

Geometry as XYZ:
```
11
Properties=species:S:1:pos:R:3:lowdin_charge:R:1
B 0.2227 -0.2335 -2.0010 0.0705
C -0.2157 0.2414 1.0260 -0.2786
C -0.3262 0.4551 2.3051 0.0369
C -0.6557 -0.9929 -0.8647 -0.1704
N -0.5934 -0.9462 0.3983 0.0133
H 1.4373 -0.4104 -1.8233 0.0215
H 0.0229 1.0448 0.4123 0.0776
H -0.1804 1.5097 2.5547 0.0718
H -0.6747 -0.3987 2.8473 0.0632
H -1.0965 -1.8499 -1.2137 0.0514
H 0.0899 0.4994 -3.1202 0.0428
```


E: -287.45584 -1344.74647 -197.38495 (hartree)
F_max: 2.80 0.79 3.16 (eV/A)
Energy above the lowest of the compared OMol25 structures with the same formula, charge and spin: 118.00 0.00 295.41 (kJ/mol)